No. 1
Below is C4H8N2O2 in the gas phase, with properties calculated with ωB97M-V/def2-TZVPD.

Computed properties:
LUMO energy = 0.01830 Ha
HOMO energy = -8.62 eV

```
! RIJCOSX wB97M-V def2-TZVPD def2/J DEFGRID3
* xyz 0 1
C 1.974 0.561 -0.499
C -1.844 1.317 0.390
C -0.096 -0.336 0.624
C -0.707 -1.393 -0.686
O 0.565 0.584 -0.446
O -1.139 0.356 1.179
N 0.661 -1.072 1.361
N -0.538 -2.325 -1.351
H 0.437 -0.994 2.346
H -0.241 -3.041 -1.981
H 2.300 0.126 -1.449
H 2.349 1.585 -0.420
H -2.630 1.703 1.036
H -1.181 2.112 0.056
H 2.391 -0.028 0.325
H -2.300 0.844 -0.485
*
```



No. 2
Below is C4H8N2O2 in the gas phase, with properties calculated with ωB97M-V/def2-TZVPD.

Computed properties:
SMILES = O=NN1CCOCC1
LUMO energy = 0.02872 Ha
HOMO energy = -9.24 eV

```
! RIJCOSX wB97M-V def2-TZVPD def2/J DEFGRID3
* xyz 0 1
C 0.203 -1.077 0.527
C -0.995 -1.143 -0.473
C -1.177 1.032 0.258
C 0.350 1.323 -0.170
H 0.081 -1.024 1.582
H 1.190 -1.804 0.234
H -0.254 -1.583 -1.367
H -1.616 -2.047 -0.186
H -2.071 1.676 0.022
H -1.288 0.988 1.327
H 0.312 1.374 -1.306
H 0.898 2.244 0.441
N 2.106 -0.426 -0.006
N 0.959 0.124 0.301
O 2.921 0.277 -0.541
O -1.619 0.065 -0.643
*
```



No. 3
Below is a molecular structure, C4H8N2O2, with properties calculated with ωB97M-V/def2-TZVPD.

Computed properties:
LUMO energy = 0.01655 Ha
HOMO energy = -9.35 eV

```
! RIJCOSX wB97M-V def2-TZVPD def2/J DEFGRID3
* xyz 0 1
C 0.930 1.624 -1.124
C 0.367 0.691 -0.049
C -1.373 -0.482 0.757
C 0.683 -0.777 -0.063
H -0.161 1.751 -1.951
H 1.193 2.671 -0.393
H 1.919 1.029 -1.739
H 1.004 1.101 0.834
H -1.250 0.975 -0.926
H -1.065 -0.331 1.800
H -2.525 -0.598 0.405
H 0.359 -2.893 0.988
N -0.903 0.728 0.060
N -0.518 -1.492 0.287
O -0.437 -2.628 1.342
O 1.776 -1.370 -0.228
*
```



No. 4
Below is a gas-phase ion, C4H8N2O2 (charge +1), with properties calculated with ωB97M-V/def2-TZVPD.

Computed properties:
⟨S²⟩ = 0.760
LUMO energy (spin up / spin down) = -0.17692 / -0.34644 Ha
HOMO energy (spin up / spin down) = -14.81 / -14.76 eV

```
! RIJCOSX wB97M-V def2-TZVPD def2/J DEFGRID3
* xyz 1 2
N 0.713 -1.490 -0.333
C -0.051 -0.457 0.275
C 0.773 0.815 0.157
C 1.999 0.556 1.030
O 2.359 1.451 1.704
C -1.259 -0.262 -0.645
N -2.343 0.539 -0.214
O -1.247 -0.616 -1.841
H 0.205 -2.299 -0.485
H 0.887 -1.207 -1.248
H -0.309 -0.715 1.272
H 1.068 0.972 -0.867
H 0.323 1.705 0.529
H 2.512 -0.439 1.020
H -2.968 0.647 -0.973
H -2.664 0.800 0.621
*
```